No. 1
Below is C57H51ClI2NO2P2PbSSi as an isolated structure, with properties calculated with ωB97M-V with the def2-TZVPD basis set.

Output
Energy above the lowest of the compared OMol25 structures with the same formula, charge and spin = 11.2 kcal per mole
LUMO level = 2.026 eV
Spin multiplicity = 1
Total charge = -1

Geometry (Å):
Pb 0.152 -0.886 0.222
O 3.637 2.493 3.528
S 2.603 2.342 2.470
C 3.102 3.472 1.143
C 4.107 4.379 1.458
C 4.454 5.361 0.547
C 3.789 5.438 -0.671
C 2.837 4.489 -0.998
C 2.493 3.465 -0.111
P 1.507 2.019 -0.715
C 2.549 1.644 -2.166
C 2.373 2.178 -3.438
C 3.316 1.945 -4.429
C 4.442 1.183 -4.154
C 4.609 0.626 -2.895
C 3.660 0.841 -1.908
C 0.002 2.786 -1.390
C -0.763 2.025 -2.281
C -2.006 2.476 -2.696
C -2.508 3.680 -2.218
C -1.761 4.432 -1.321
C -0.510 3.989 -0.909
C 1.201 3.356 3.034
C 1.431 4.695 3.342
C 0.426 5.467 3.887
C -0.820 4.899 4.135
C -1.041 3.568 3.843
C -0.034 2.765 3.292
P -0.332 0.970 2.965
C -0.184 0.295 4.653
C 0.916 -0.532 4.871
C 1.149 -1.072 6.130
C 0.277 -0.799 7.171
C -0.824 0.023 6.961
C -1.051 0.572 5.710
C -2.109 0.995 2.563
C -3.060 0.186 3.176
C -4.372 0.170 2.714
C -4.737 0.935 1.618
C -3.785 1.721 0.977
C -2.483 1.749 1.446
H 4.590 4.288 2.423
H 5.237 6.068 0.788
H 4.040 6.214 -1.383
H 2.374 4.516 -1.976
H 1.497 2.777 -3.661
H 3.165 2.358 -5.419
H 5.178 1.003 -4.929
H 5.468 0.002 -2.683
H 3.773 0.376 -0.933
H -0.387 1.061 -2.617
H -2.589 1.873 -3.382
H -3.482 4.028 -2.537
H -2.151 5.367 -0.937
H 0.062 4.581 -0.203
H 2.405 5.128 3.158
H 0.610 6.508 4.118
H -1.617 5.496 4.560
H -2.016 3.136 4.030
H 1.588 -0.757 4.049
H 2.008 -1.711 6.287
H 0.453 -1.226 8.151
H -1.506 0.237 7.775
H -1.910 1.213 5.554
H -2.782 -0.456 4.003
H -5.099 -0.470 3.199
H -5.755 0.903 1.251
H -4.048 2.302 0.101
H -1.749 2.359 0.928
I 2.731 -1.818 1.166
Cl -2.898 -4.997 0.104
I -5.453 -3.563 2.489
C -3.407 -3.329 2.745
C -2.771 -3.812 3.862
C -1.382 -3.699 3.937
C -0.723 -3.052 2.916
N -1.358 -2.528 1.859
C -2.657 -2.750 1.719
H -3.334 -4.283 4.657
H -0.831 -4.087 4.783
H 0.352 -2.907 2.946
H -3.149 -2.286 0.875
C 2.341 -1.731 -4.674
C 0.846 -2.051 -4.602
C 0.086 -0.835 -5.152
C 0.524 -3.272 -5.466
Si 0.273 -2.308 -2.806
O 0.595 -0.987 -1.921
C -1.598 -2.543 -2.804
C -2.422 -1.487 -2.406
C -3.804 -1.620 -2.355
C -4.391 -2.827 -2.703
C -3.594 -3.891 -3.097
C -2.216 -3.748 -3.145
C 0.972 -3.843 -1.974
C 0.225 -4.324 -0.889
C 0.677 -5.376 -0.103
C 1.891 -5.979 -0.392
C 2.641 -5.532 -1.474
C 2.183 -4.478 -2.253
H 2.592 -1.329 -5.664
H 2.964 -2.613 -4.518
H 2.622 -0.983 -3.931
H 0.315 -0.701 -6.217
H 0.386 0.081 -4.633
H -0.997 -0.946 -5.052
H 0.886 -3.114 -6.490
H -0.552 -3.453 -5.519
H 0.997 -4.181 -5.082
H -1.971 -0.540 -2.113
H -4.417 -0.791 -2.020
H -5.464 -2.951 -2.632
H -4.044 -4.848 -3.323
H -1.608 -4.608 -3.406
H -0.760 -3.923 -0.654
H 0.055 -5.721 0.715
H 2.251 -6.801 0.215
H 3.588 -6.003 -1.709
H 2.797 -4.147 -3.081

---

No. 2
Below is a single C20H30N4O6S molecule, with properties calculated with ωB97M-V with the def2-TZVPD basis set.

Output
Energy above the lowest of the compared OMol25 structures with the same formula, charge and spin = 7.5 kcal per mole
LUMO level = 0.564 eV
Spin multiplicity = 1
Total charge = 0
SMILES = CCN(CC)CCNC(=O)CN1C(=O)COc2ccc(S(=O)(=O)N3CCOCC3)cc21

Geometry (Å):
C -5.305 -1.801 -2.395
H -4.567 -1.137 -2.838
H -6.297 -1.402 -2.589
H -5.232 -2.772 -2.878
C -5.042 -1.958 -0.901
N -4.852 -0.679 -0.230
C -6.015 0.194 -0.232
C -7.238 -0.307 0.544
H -7.636 -1.217 0.102
H -6.981 -0.507 1.582
H -8.016 0.451 0.522
H -5.695 1.153 0.187
H -6.296 0.370 -1.272
C -4.236 -0.829 1.080
H -4.469 0.057 1.674
C -2.711 -0.916 0.930
N -2.259 0.173 0.096
C -1.323 1.055 0.473
O -0.676 0.969 1.497
C -1.106 2.188 -0.544
N 0.125 2.889 -0.257
C 0.048 4.146 0.263
O -0.989 4.767 0.328
C 1.353 4.706 0.808
H 1.364 4.477 1.886
O 2.534 4.227 0.201
C 2.539 2.901 -0.100
C 3.764 2.255 -0.215
C 3.818 0.905 -0.517
C 2.636 0.228 -0.734
C 1.412 0.863 -0.674
C 1.341 2.206 -0.335
H 0.539 0.274 -0.895
S 2.618 -1.538 -0.980
O 1.323 -1.907 -1.493
O 3.773 -1.959 -1.715
N 2.839 -2.028 0.612
C 3.492 -3.313 0.781
H 4.278 -3.378 0.028
C 2.486 -4.454 0.614
H 2.942 -5.418 0.846
O 1.402 -4.308 1.506
C 0.725 -3.087 1.290
C 1.672 -1.896 1.465
H 1.164 -0.962 1.225
H 2.025 -1.852 2.500
H -0.080 -3.051 2.026
H 0.307 -3.064 0.275
H 2.121 -4.456 -0.424
H 3.931 -3.338 1.783
H 4.753 0.376 -0.588
H 4.660 2.831 -0.049
H 1.355 5.791 0.686
H -1.097 1.799 -1.565
H -1.911 2.924 -0.440
H -2.850 0.335 -0.708
H -2.218 -0.830 1.899
H -2.417 -1.865 0.469
H -4.599 -1.713 1.623
H -5.852 -2.547 -0.442
H -4.116 -2.523 -0.774

---

No. 3
Below is C8H22CuN2O10P2 as an isolated structure, with properties calculated with ωB97M-V with the def2-TZVPD basis set.

Output
LUMO level = 9.345 eV
Spin multiplicity = 1
Total charge = -5

Geometry (Å):
Cu -0.446 -0.556 -1.469
P -3.260 1.005 -3.186
O -2.645 2.384 -2.886
O -3.205 0.599 -4.690
O -4.712 0.951 -2.669
O -2.388 -0.117 -2.512
P 0.866 -0.499 -3.871
O -0.186 0.186 -4.841
O -0.016 -1.702 -3.445
O 1.080 0.429 -2.642
O 2.193 -0.665 -4.622
C -1.261 1.968 1.965
C -1.737 2.031 0.522
C -0.925 2.904 -0.384
O -0.718 4.182 0.301
C 0.290 4.920 -0.289
N -1.771 0.683 -0.052
H -1.278 2.947 2.434
H -0.289 1.463 1.985
H -1.905 1.273 2.515
H -2.778 2.395 0.568
H -1.430 3.107 -1.332
H 0.048 2.432 -0.573
H 0.363 5.918 0.176
H 0.094 5.110 -1.357
H 1.287 4.472 -0.151
H -2.370 0.080 0.508
H -2.306 0.733 -0.939
C 1.662 -0.875 1.670
C 2.040 -2.091 0.862
C 2.433 -3.208 1.841
O 1.338 -3.564 2.598
C 1.474 -4.743 3.390
N 0.847 -2.426 0.025
H 1.708 0.088 1.160
H 2.370 -0.775 2.516
H 0.709 -1.005 2.182
H 2.876 -1.981 0.170
H 3.238 -2.810 2.483
H 2.834 -4.074 1.288
H 1.576 -5.628 2.768
H 0.592 -4.787 4.017
H 2.344 -4.688 4.038
H 1.114 -3.081 -0.706
H 0.251 -2.988 0.637

---

No. 4
Below is C5H5N3 as an isolated structure, with properties calculated with ωB97M-V with the def2-TZVPD basis set.

Output
Energy above the lowest of the compared OMol25 structures with the same formula, charge and spin = 91.7 kcal per mole
LUMO level = 0.430 eV
Spin multiplicity = 1
Total charge = 0

Geometry (Å):
C -1.936 -0.548 -0.030
C -0.261 0.822 0.053
C 0.917 1.412 0.138
C 1.843 0.328 -0.112
C -0.457 -0.559 0.010
H -2.584 -1.007 -0.726
H -2.518 -0.943 0.860
H -2.128 1.370 0.659
H 1.403 2.503 0.171
H 2.804 0.825 -0.272
N -1.740 0.829 -0.223
N 1.627 -0.971 -0.061
N 0.454 -1.498 0.136

---

No. 5
Below is a 11-piece molecular cluster, C29H84N18O14 overall, with properties calculated with ωB97M-V with the def2-TZVPD basis set.

Output
Energy above the lowest of the compared OMol25 structures with the same formula, charge and spin = 59.4 kcal per mole
LUMO level = -0.020 eV
Spin multiplicity = 1
Total charge = 0
SMILES = COC[C@H](C)N.COCCNCCOC.COCCNCCOC.COCCNCCOC.NC(N)=O.NC(N)=O.NC(N)=O.NC(N)=O.NC(N)=O.NC(N)=O.NC(N)=O

Geometry (Å):
C 0.410 -7.304 1.338
C -0.165 -6.495 0.194
C -1.699 -6.239 0.343
O -2.029 -5.598 1.552
C -2.185 -4.171 1.463
N 0.464 -5.196 0.156
H 0.573 -6.743 2.260
H 1.379 -7.730 1.064
H -0.151 -8.186 1.658
H 0.085 -7.050 -0.713
H -2.149 -7.238 0.333
H -2.227 -5.883 -0.547
H -1.210 -3.733 1.260
H -2.630 -3.745 2.359
H -2.856 -3.968 0.625
H 1.477 -5.253 0.248
H 0.280 -4.718 1.034
C 7.398 2.148 -2.069
O 6.399 1.557 -2.891
C 5.454 2.449 -3.447
C 4.362 1.704 -4.244
N 3.629 0.797 -3.382
C 2.816 -0.131 -4.180
C 2.426 -1.363 -3.418
O 3.545 -2.203 -3.114
C 3.126 -3.467 -2.659
H 8.224 1.520 -1.745
H 6.948 2.632 -1.197
H 7.848 2.997 -2.595
H 5.989 3.139 -4.106
H 5.024 3.053 -2.641
H 4.887 1.215 -5.071
H 3.756 2.511 -4.658
H 4.274 0.159 -2.922
H 3.330 -0.412 -5.105
H 1.885 0.373 -4.454
H 1.628 -1.913 -3.927
H 1.938 -1.062 -2.483
H 2.300 -3.422 -1.941
H 3.943 -4.022 -2.200
H 2.730 -3.978 -3.543
C -0.063 -2.731 3.856
O -1.205 -1.958 4.103
C -0.862 -0.550 3.938
C -1.926 0.298 4.642
N -3.049 0.655 3.753
C -4.092 1.306 4.561
C -5.233 1.757 3.654
O -5.763 0.638 2.962
C -6.404 -0.377 3.686
H 0.632 -2.794 4.698
H 0.504 -2.494 2.949
H -0.452 -3.734 3.657
H -0.750 -0.412 2.863
H 0.107 -0.304 4.379
H -1.433 1.133 5.140
H -2.358 -0.332 5.428
H -3.262 -0.241 3.329
H -3.618 2.092 5.145
H -4.557 0.586 5.245
H -4.860 2.438 2.890
H -5.991 2.290 4.236
H -6.965 -1.087 3.078
H -7.012 0.052 4.484
H -5.682 -1.087 4.109
C -2.880 7.001 -3.708
O -2.864 5.914 -2.822
C -3.990 5.811 -1.935
C -3.694 4.678 -0.969
N -3.738 3.428 -1.735
C -2.928 2.375 -1.071
C -1.459 2.446 -1.419
O -1.179 2.268 -2.796
C -1.026 0.900 -3.085
H -3.631 6.818 -4.483
H -1.941 7.176 -4.233
H -3.085 7.943 -3.190
H -4.904 5.576 -2.485
H -4.155 6.676 -1.287
H -4.489 4.705 -0.218
H -2.784 4.985 -0.443
H -3.169 3.686 -2.539
H -3.338 1.419 -1.403
H -3.022 2.376 0.017
H -0.950 1.668 -0.843
H -1.072 3.391 -1.028
H -0.799 0.868 -4.152
H -1.879 0.243 -2.892
H -0.213 0.412 -2.537
C 2.330 2.920 -0.762
O 2.090 3.644 0.186
N 1.849 3.050 -2.040
N 3.091 1.793 -0.667
H 1.232 3.804 -2.278
H 2.254 2.406 -2.697
H 3.512 1.457 0.195
H 3.381 1.413 -1.559
C -0.571 3.139 2.394
O 0.447 3.823 2.259
N -0.842 1.925 1.861
N -1.663 3.602 3.074
H -0.082 1.461 1.370
H -1.629 1.439 2.257
H -1.580 4.459 3.589
H -2.351 2.875 3.146
C 3.409 2.504 3.585
O 3.060 3.394 2.835
N 4.225 2.669 4.663
N 2.942 1.220 3.529
H 4.550 1.845 5.128
H 4.614 3.594 4.725
H 3.411 0.510 4.057
H 2.346 0.975 2.743
C -1.342 -3.352 -2.923
O -1.190 -2.412 -2.131
N -0.594 -4.460 -2.893
N -2.213 -3.304 -3.962
H 0.080 -4.607 -2.157
H -0.898 -5.157 -3.547
H -2.928 -2.606 -4.051
H -2.267 -4.167 -4.473
C 1.202 -0.759 0.730
O 1.371 0.182 1.509
N 0.007 -1.068 0.145
N 2.175 -1.590 0.355
H -0.126 -1.933 -0.355
H -0.818 -0.654 0.557
H 3.126 -1.342 0.587
H 1.946 -2.528 0.079
C 5.194 -0.370 0.389
O 4.909 0.551 1.135
N 5.613 -0.287 -0.901
N 5.148 -1.692 0.757
H 5.704 0.607 -1.361
H 5.787 -1.142 -1.388
H 5.008 -1.927 1.725
H 5.582 -2.305 0.097
C -3.854 -0.843 0.144
O -2.777 -0.837 0.728
N -5.091 -0.680 0.637
N -3.878 -1.079 -1.210
H -5.087 -0.108 1.482
H -5.818 -0.682 -0.053
H -3.005 -1.268 -1.682
H -4.736 -1.040 -1.728

---

No. 6
Below is a single C7H17NO molecule, with properties calculated with ωB97M-V with the def2-TZVPD basis set.

Output
Energy above the lowest of the compared OMol25 structures with the same formula, charge and spin = 10.0 kcal per mole
LUMO level = 0.834 eV
Spin multiplicity = 1
Total charge = 0
SMILES = CC(C)(N)CC(C)(C)O

Geometry (Å):
C 1.442 0.108 0.000
C -1.266 0.043 0.044
C 0.088 0.464 0.660
C 1.583 -1.372 -0.373
C -2.352 0.876 0.740
C -1.363 0.303 -1.471
C 2.548 0.468 1.001
N -1.531 -1.349 0.393
O 1.694 0.927 -1.132
H 1.053 0.718 -1.818
H -0.887 -1.976 -0.071
H -2.471 -1.606 0.113
H 0.085 1.552 0.747
H 0.096 0.048 1.668
H 1.355 -2.000 0.484
H 2.607 -1.566 -0.686
H 0.930 -1.641 -1.201
H -3.339 0.576 0.395
H -2.390 0.148 -1.802
H -2.220 1.934 0.531
H -2.304 0.718 1.814
H -1.086 1.329 -1.703
H -0.732 -0.381 -2.038
H 2.497 -0.173 1.875
H 2.447 1.505 1.308
H 3.516 0.348 0.523

---

No. 7
Below is a 2-piece molecular cluster, CHN4 overall, with properties calculated with ωB97M-V with the def2-TZVPD basis set.

Output
Energy above the lowest of the compared OMol25 structures with the same formula, charge and spin = 21.3 kcal per mole
LUMO level = 5.146 eV
Spin multiplicity = 1
Total charge = -1

Geometry (Å):
C 1.037 -0.699 -0.076
N 2.206 -0.743 2.774
N 1.780 -1.547 0.275
N 0.377 0.246 -0.570
N 2.816 -1.154 1.918
H -0.604 0.289 -0.310

---

No. 8
Below is a 6-piece molecular cluster, C14H40O6 overall, with properties calculated with ωB97M-V with the def2-TZVPD basis set.

Output
Energy above the lowest of the compared OMol25 structures with the same formula, charge and spin = 160.3 kcal per mole
LUMO level = 0.404 eV
Spin multiplicity = 1
Total charge = 0
SMILES = CC(C)O.CC(C)O.CC(C)O.CC(C)O.CO.CO

Geometry (Å):
C -34.937 3.803 -12.064
O -34.643 4.482 -13.298
H -35.126 2.776 -12.134
H -35.670 4.279 -11.483
H -34.126 3.599 -11.417
H -33.729 4.333 -13.410
C -30.789 1.520 -9.816
O -32.115 1.342 -10.289
H -30.168 0.761 -10.313
H -30.731 1.206 -8.756
H -30.274 2.514 -10.133
H -32.091 1.754 -11.165
C -33.611 6.363 -10.950
C -32.409 6.141 -10.161
C -31.904 4.677 -10.227
O -31.410 6.932 -10.331
H -33.923 7.432 -10.942
H -34.347 5.706 -10.439
H -33.400 6.172 -11.976
H -32.767 6.341 -9.117
H -32.632 3.904 -10.103
H -31.283 4.539 -9.361
H -31.282 4.537 -11.088
H -31.808 7.768 -10.272
C -30.599 0.751 -13.249
C -31.716 1.730 -13.569
C -33.038 1.152 -13.875
O -31.765 2.586 -12.656
H -30.057 1.070 -12.367
H -29.879 0.509 -14.112
H -31.192 -0.177 -13.084
H -31.500 2.285 -14.490
H -33.474 1.943 -14.470
H -33.656 0.886 -12.976
H -32.903 0.309 -14.468
H -31.804 3.403 -13.107
C -35.273 1.624 -9.231
C -34.383 1.084 -8.129
C -35.478 0.463 -7.225
O -33.644 0.099 -8.416
H -34.497 1.941 -10.065
H -35.954 2.363 -8.770
H -35.890 0.833 -9.730
H -33.726 1.717 -7.567
H -35.089 0.009 -6.360
H -36.048 -0.204 -7.829
H -36.129 1.291 -6.881
H -33.169 0.435 -9.205
C -31.785 4.900 -16.235
C -31.347 5.734 -15.007
C -32.431 6.741 -14.723
O -31.364 5.062 -13.940
H -30.881 4.313 -16.415
H -31.961 5.567 -17.041
H -32.798 4.343 -15.995
H -30.353 6.189 -15.106
H -32.414 7.222 -13.713
H -33.339 6.183 -14.796
H -32.530 7.533 -15.461
H -30.765 5.533 -13.323

---

| no. | orbital gap (eV) |
| --- | --- |
| 1 | 6.75 |
| 2 | 9.10 |
| 3 | 1.23 |
| 4 | 9.42 |
| 5 | 7.26 |
| 6 | 10.24 |
| 7 | 7.77 |
| 8 | 9.75 |